The following is a DFT calculation (wB97M-V/def2-TZVPD) of a molecular structure, C35H52FeO2P4 at a distorted geometry.

Computed properties:
Total charge: +3
Orbital gap (alpha / beta): 6.05 / 3.28 eV
Energy relative to the best compared isomer or geometry (same formula, charge and spin): 464.8 kJ/mol
Spin multiplicity: 6
Expectation value of S²: 8.813

Last column: Löwdin charge in e.
Element x y z (Å)
Fe  0.067  -1.263  -2.666  0.480
P  -1.289  -2.464  -0.767  0.807
P  1.733  -1.929  1.138  0.931
P  1.783  -2.587  -2.506  0.763
H  -0.500  4.061  -4.925  0.078
C  -0.510  3.077  -5.372  -0.039
C  -1.643  2.396  -5.609  -0.040
H  -2.633  2.765  -5.347  0.082
C  -2.830  -1.798  -0.036  -0.234
C  -1.053  -3.860  0.427  -0.235
C  -1.955  -3.411  -2.214  -0.260
C  3.192  -0.811  1.318  -0.224
C  1.294  -2.088  2.920  -0.215
C  2.689  -3.566  1.109  -0.164
C  1.186  -2.589  -4.250  -0.220
C  2.028  -4.321  -2.102  -0.216
C  3.357  -1.697  -2.353  -0.215
H  0.393  2.791  -5.907  0.058
H  -1.637  1.618  -6.379  0.073
H  -2.906  -0.742  -0.305  0.040
H  -2.794  -1.861  1.062  0.050
H  -3.698  -2.360  -0.425  0.071
H  -0.962  -3.502  1.455  0.038
H  -0.184  -4.482  0.206  0.022
H  -1.934  -4.524  0.399  0.083
H  -2.145  -2.707  -3.045  0.041
H  -2.906  -3.866  -1.891  0.072
H  -1.243  -4.184  -2.549  0.051
H  3.807  -1.199  2.158  0.084
H  2.821  0.210  1.553  0.039
H  3.777  -0.799  0.379  0.041
H  1.900  -2.884  3.390  0.069
H  0.233  -2.336  3.046  0.042
H  1.503  -1.154  3.454  0.063
H  3.755  -3.375  0.920  0.073
H  2.319  -4.289  0.382  0.005
H  2.625  -4.050  2.094  0.069
H  1.637  -3.507  -4.684  0.100
H  1.498  -1.678  -4.781  0.058
H  0.076  -2.680  -4.265  0.058
H  2.152  -4.849  -3.065  0.077
H  1.171  -4.762  -1.577  0.044
H  2.947  -4.455  -1.516  0.059
H  3.898  -1.822  -3.306  0.080
H  3.949  -2.123  -1.527  0.052
H  3.205  -0.622  -2.168  0.037
C  -0.184  1.094  -2.082  -0.373
C  1.175  1.430  -2.406  0.040
C  1.661  1.334  -3.699  -0.024
C  0.878  0.784  -4.725  -0.095
C  -0.361  0.220  -4.463  -0.134
C  -0.945  0.325  -3.158  -0.134
O  -0.718  1.328  -0.960  0.083
H  0.969  -0.881  0.409  0.055
H  1.804  1.806  -1.611  0.128
H  2.583  1.872  -3.979  0.154
H  1.170  0.980  -5.760  0.143
H  -1.040  0.005  -5.309  0.138
H  -2.003  0.127  -3.049  0.142
O  -0.718  -0.130  1.927  -0.403
P  -0.779  1.309  2.346  0.779
C  -2.469  1.892  2.087  -0.266
C  -2.788  3.210  1.750  -0.076
C  -4.123  3.562  1.504  -0.046
C  -5.141  2.602  1.694  -0.047
C  -4.821  1.296  2.116  -0.059
C  -3.485  0.947  2.292  -0.093
C  0.427  2.442  1.640  -0.273
C  1.712  2.503  2.196  -0.108
C  2.707  3.303  1.635  -0.063
C  2.436  4.105  0.528  -0.058
C  1.159  4.076  -0.024  -0.073
C  0.175  3.260  0.532  -0.116
C  -0.553  1.368  4.125  -0.292
C  -0.845  0.212  4.865  -0.086
C  -0.740  0.255  6.254  -0.057
C  -0.363  1.454  6.878  -0.048
C  -0.120  2.618  6.135  -0.048
C  -0.224  2.580  4.744  -0.075
H  -1.986  3.933  1.664  0.097
H  -4.365  4.580  1.188  0.116
H  -6.186  2.885  1.573  0.115
H  -5.601  0.549  2.300  0.116
H  -3.233  -0.077  2.554  0.091
H  1.950  1.926  3.089  0.112
H  3.695  3.317  2.099  0.120
H  3.203  4.766  0.136  0.119
H  0.938  4.695  -0.895  0.119
H  -0.794  3.237  0.035  0.093
H  -1.098  -0.720  4.364  0.091
H  -0.944  -0.648  6.842  0.118
H  -0.301  1.502  7.962  0.117
H  0.140  3.565  6.621  0.122
H  -0.026  3.480  4.161  0.115